Density functional theory data (wB97M-V/def2-TZVPD) for a cluster of 13 separate species, C26H78O26 in total at a distorted geometry.

Geometry as XYZ:
```
130
Properties=species:S:1:pos:R:3:forces:R:3
C -5.29628 0.08261 2.54199 1.0 -1.0 -2.3
C -3.91812 -0.55685 2.65267 1.2 1.0 1.3
O -3.18339 -0.33364 1.48563 -1.1 -0.3 -1.3
O -5.19011 1.47175 2.19866 -0.1 -0.7 1.4
H -5.83419 -0.23735 3.41109 -0.7 0.6 0.8
H -5.74779 -0.42122 1.67230 -0.3 0.4 0.2
H -3.84390 -1.61904 2.94848 -0.7 0.2 -0.2
H -3.45998 0.00056 3.49173 0.3 -0.2 0.0
H -2.26168 -0.07329 1.55780 0.6 0.3 0.6
H -4.69542 1.91578 2.92155 -0.3 -0.2 -0.4
C -3.06255 2.31115 -1.04037 0.6 -0.8 0.2
C -3.03360 3.73824 -0.50333 0.9 -1.1 -0.9
O -2.77357 3.87106 0.89649 -0.9 -0.2 0.2
O -4.14625 1.52874 -0.58744 0.0 0.2 -0.1
H -2.10572 1.76329 -0.91682 -0.4 0.5 0.4
H -3.10942 2.42964 -2.12689 -0.4 0.0 -0.1
H -3.94539 4.18175 -0.90228 -0.2 0.6 0.8
H -2.16451 4.15814 -1.03732 -0.3 0.4 0.4
H -3.42609 3.37215 1.44188 0.4 0.4 -0.6
H -3.89785 0.99959 0.19546 0.1 0.2 -0.2
C 2.64308 -4.43516 -2.63648 0.1 0.2 -0.6
C 1.58986 -4.20867 -1.57617 -0.2 -1.1 0.0
O 2.10872 -3.51101 -0.45659 0.5 0.4 -0.8
O 2.93823 -3.22360 -3.30709 -0.3 0.2 -0.5
H 2.27393 -5.11760 -3.46826 0.4 0.4 1.4
H 3.56657 -4.77944 -2.15617 -0.1 -0.5 -0.2
H 1.20028 -5.17417 -1.20988 0.1 0.1 -0.3
H 0.77341 -3.70157 -2.08816 -0.3 0.4 0.3
H 1.40181 -3.51435 0.19721 -0.5 0.0 0.5
H 3.51022 -2.68595 -2.74515 0.2 0.0 0.2
C -0.12826 0.01085 -0.94559 1.9 0.0 0.4
C 0.15706 -0.19260 0.56544 -0.4 -1.0 -0.6
O -0.67850 0.53741 1.45670 0.3 1.0 -0.9
O -1.38216 -0.50323 -1.33252 0.0 0.2 1.1
H 0.69754 -0.53497 -1.49001 -0.6 0.3 0.5
H 0.03623 1.07608 -1.19454 -0.6 -0.4 0.1
H 1.18624 0.06646 0.79882 0.3 0.0 -0.3
H 0.02699 -1.26660 0.78494 0.0 0.4 0.0
H -0.52323 1.47924 1.15334 -0.3 -0.6 0.7
H -1.46537 -0.42661 -2.27528 -0.1 0.1 -1.0
C -1.95839 2.18229 5.21448 1.2 -0.8 0.6
C -2.10393 3.00786 4.00395 -0.2 0.8 -1.8
O -3.48384 3.24998 3.67975 0.3 0.4 0.7
O -2.71026 2.75164 6.27018 -0.4 -0.2 0.2
H -0.88639 2.20101 5.48782 -0.3 -0.3 -0.1
H -2.24090 1.12275 5.02405 -0.1 0.7 0.4
H -1.67575 2.56667 3.10424 0.1 -0.4 0.2
H -1.56706 3.96422 4.09600 -0.2 0.0 0.3
H -3.79034 3.79517 4.42299 -0.3 -0.3 -0.3
H -2.12375 3.30150 6.79063 0.0 0.1 0.1
C 0.64580 5.17644 2.03269 0.4 -0.5 0.5
C 0.84501 4.13699 0.91845 0.3 1.1 -0.2
O -0.18172 3.18195 0.88296 -0.4 -0.4 0.0
O -0.49359 5.95910 1.78853 -1.2 -0.1 -0.1
H 1.44099 5.91744 2.01126 0.5 -0.3 0.0
H 0.59305 4.75045 3.05788 0.2 -0.1 -0.5
H 1.76828 3.56183 0.91492 0.2 0.2 0.5
H 0.89375 4.77582 0.00958 -0.3 -0.6 0.0
H -1.06812 3.56803 1.02346 0.0 0.1 -0.3
H -1.29855 5.43106 1.94054 0.3 0.3 -0.2
C -4.02203 -4.39907 -0.42856 0.7 -1.7 -0.4
C -3.47792 -3.04899 -0.15252 0.1 0.4 -0.4
O -2.21496 -2.95139 -0.79113 0.2 -1.0 0.3
O -3.19663 -5.28562 0.36432 -0.1 -0.4 0.3
H -3.90666 -4.72494 -1.46788 0.1 0.5 -0.1
H -5.07561 -4.54565 -0.21070 -0.2 0.3 0.5
H -3.36168 -2.92127 0.93060 -0.3 0.2 -0.2
H -4.14440 -2.30943 -0.57462 -0.3 0.4 0.2
H -1.91817 -2.03638 -0.78753 0.0 0.7 -0.2
H -3.00735 -6.14410 -0.03956 -0.3 0.5 -0.1
C 3.21026 1.36880 -1.01855 1.0 -1.1 -2.5
C 4.49613 1.95963 -1.68130 0.5 0.5 1.1
O 5.60389 1.06280 -1.67489 -0.9 -1.9 1.5
O 2.10437 2.18530 -1.29048 0.0 0.7 0.7
H 3.46483 1.37381 0.02191 -0.6 -0.2 0.8
H 3.04879 0.32189 -1.40731 0.1 0.7 0.6
H 4.73073 2.80106 -0.99387 0.0 0.0 -0.9
H 4.40832 2.24575 -2.70445 -0.9 0.7 -0.7
H 6.33934 1.29106 -2.21475 0.5 0.9 -0.7
H 1.66898 2.02436 -2.13994 0.3 -0.4 -0.2
C 1.93424 3.27941 -5.00610 -0.5 -2.6 2.0
C 1.15860 1.86618 -5.03200 2.7 0.2 0.3
O 0.51797 1.57053 -3.78759 0.4 1.0 -0.4
O 1.00559 4.23452 -5.37806 -0.4 0.6 -1.0
H 2.84040 3.18974 -5.63379 -0.6 0.4 -0.2
H 2.29804 3.41747 -3.94462 -0.3 0.0 -1.0
H 1.91435 1.05313 -5.23228 -0.5 0.7 0.2
H 0.50309 1.86100 -5.88290 -0.7 0.2 -0.3
H 0.28320 0.64252 -3.83818 -0.4 -0.5 0.1
H 0.95880 5.00267 -4.81568 0.3 0.1 0.4
C 1.66629 1.61948 3.79962 0.7 -0.9 1.3
C 2.43066 0.32625 3.55168 0.4 0.8 0.1
O 3.20866 0.53609 2.38443 0.0 -0.7 -0.3
O 2.53014 2.66738 4.26947 -0.3 -0.4 -1.0
H 1.02452 1.40415 4.64512 -0.5 0.1 0.0
H 1.07710 1.82002 2.90138 0.1 0.5 0.1
H 1.72046 -0.48337 3.50184 -0.5 -0.5 -0.7
H 3.11685 0.02946 4.34859 -0.1 0.4 0.5
H 3.51696 -0.35158 2.10256 -0.2 0.4 -0.2
H 3.27717 2.61359 3.66071 0.2 0.3 0.1
C 5.06961 -1.46122 0.65356 0.3 0.7 -0.3
C 5.54950 -2.21737 -0.57904 -0.2 0.4 0.3
O 4.85732 -1.90566 -1.78617 0.1 0.4 0.1
O 3.84225 -1.93334 1.18822 1.0 0.4 0.9
H 5.01394 -0.37144 0.47244 0.0 -0.3 -0.2
H 5.82424 -1.59118 1.41756 0.2 -0.1 0.3
H 5.35899 -3.25641 -0.32785 0.1 -0.3 -0.4
H 6.62378 -2.04183 -0.72227 -0.1 -0.1 0.1
H 5.10652 -0.99737 -2.04901 -0.1 -0.3 0.3
H 3.29366 -2.16247 0.45714 -1.1 -0.6 -1.1
C -0.54846 -2.61442 -5.70317 1.2 -0.7 -0.3
C -1.28194 -2.12754 -4.48200 0.6 1.2 -0.8
O -1.06280 -0.67238 -4.30777 0.0 -1.4 0.9
O -0.91533 -1.84509 -6.82681 -1.0 0.8 0.3
H -0.85020 -3.66838 -5.87699 0.4 0.3 0.3
H 0.54994 -2.52952 -5.57215 -0.5 -0.3 0.2
H -0.90505 -2.65325 -3.58650 -0.4 0.5 -0.3
H -2.32014 -2.34940 -4.69663 -0.5 0.3 0.6
H -1.35535 -0.17019 -5.07274 -0.2 -0.4 -0.3
H -0.38463 -2.05424 -7.58684 0.4 -0.3 -0.3
C -0.11674 -3.43935 2.56287 0.6 0.3 -0.3
C -1.10365 -4.30997 3.23780 0.1 -1.2 0.7
O -2.39150 -4.07178 2.75064 -0.9 0.2 -0.1
O -0.09719 -3.74875 1.16358 1.1 0.1 0.9
H 0.88167 -3.58507 2.98774 0.0 -0.2 -0.3
H -0.38042 -2.40195 2.76221 -0.1 0.3 -0.3
H -1.09402 -4.08501 4.32952 -0.1 -0.3 -0.6
H -0.77059 -5.36499 3.07742 -0.4 0.5 0.2
H -2.63948 -4.54419 1.92311 0.6 -0.1 0.6
H -0.92834 -3.47225 0.78898 -0.8 0.2 -0.7
```
Forces are in eV/Å.

The HOMO energy comes out at -9.24 eV. The value obtained for the orbital gap is 9.538 eV. As for the spin multiplicity: 1. The energy relative to the best compared isomer or geometry (same formula, charge and spin) is 6.7 kcal/mol.